No. 1
14
Properties=species:S:1:pos:R:3:forces:R:3 method="wB97M-V/def2-TZVPD" charge=+1 gap_ev=8.665 de_lowest_ev=3.841 smiles="C=[N+]=C=CCC" spin_multiplicity=1
C -0.113 -0.997 0.374 -1.8 3.4 -0.1
C 0.499 1.964 -1.169 0.0 -1.6 0.5
C 0.490 -3.290 0.788 3.3 -0.9 -1.4
C -0.633 0.223 0.533 -0.2 -2.0 0.0
C -0.535 1.500 -0.194 -4.7 1.6 0.4
N 0.068 -2.164 0.485 0.8 -0.9 0.4
H 0.264 2.887 -1.604 -0.7 1.3 -0.5
H 0.768 1.285 -1.957 0.0 -0.5 -0.2
H 1.433 -3.698 0.313 -1.4 0.5 0.0
H 0.217 -3.781 1.660 -1.3 -0.9 1.4
H -1.419 0.098 1.361 1.1 0.6 -1.1
H 1.313 2.124 -0.542 2.1 0.4 0.6
H -0.694 2.257 0.640 0.5 -0.5 -1.0
H -1.658 1.592 -0.686 2.4 -0.4 1.0

No. 2
14
Properties=species:S:1:pos:R:3:forces:R:3 method="wB97M-V/def2-TZVPD" gap_ev=9.726 de_lowest_ev=2.671 spin_multiplicity=1
O -1.288 1.262 0.630 0.1 0.0 0.0
C -1.177 0.054 1.236 -0.1 -0.3 0.1
C -2.104 -0.893 1.120 0.1 0.1 0.0
N 0.821 -0.199 -1.033 0.1 -0.3 -0.3
C 1.515 -0.846 -1.872 0.0 0.1 0.2
C 1.644 2.058 0.600 1.4 0.2 -0.3
O 2.736 2.144 0.306 -1.3 -0.1 0.4
H -0.424 1.699 0.673 -0.2 0.0 0.0
H -0.270 -0.098 1.823 -0.2 0.0 -0.1
H -1.988 -1.837 1.640 0.0 0.2 -0.1
H -2.996 -0.728 0.526 0.1 0.0 0.1
H -0.181 -0.355 -1.168 0.1 0.0 0.0
H 1.107 -1.488 -2.661 0.0 0.1 0.1
H 2.604 -0.773 -1.820 -0.1 0.0 0.0

No. 3
40
Properties=species:S:1:pos:R:3:forces:R:3 method="wB97M-V/def2-TZVPD" charge=-2 gap_ev=8.924 de_lowest_ev=0.000 spin_multiplicity=1
Na -0.028 -0.503 -0.496 0.1 0.2 -0.1
N 1.406 0.212 -2.382 1.8 0.0 -0.3
S 1.566 -0.181 -3.913 -1.3 -0.6 -1.3
O 2.220 -1.434 -4.125 0.2 0.0 0.0
O 1.871 0.908 -4.779 0.1 0.2 -0.1
F 0.037 -0.482 -4.238 0.1 0.1 0.4
S 2.959 0.343 -1.835 -1.8 0.1 2.0
O 3.927 0.891 -2.701 0.5 0.3 -0.9
O 3.305 -0.771 -1.021 0.2 -0.3 0.1
F 2.615 1.470 -0.795 0.2 0.1 0.0
C -3.265 -0.987 0.231 0.4 -0.5 -0.6
F -4.559 -0.697 0.185 -0.1 0.1 0.3
F -2.605 -0.106 -0.523 0.0 0.3 -0.3
F -2.800 -0.889 1.463 -0.2 0.0 0.5
S -2.995 -2.687 -0.457 1.6 0.7 0.0
O -3.397 -3.597 0.554 -0.5 -0.4 0.7
O -3.665 -2.681 -1.715 -0.3 0.0 -0.4
N -1.347 -2.592 -0.597 -1.5 -0.1 0.3
S -0.844 -3.832 -1.453 0.4 -0.2 -1.0
O -1.393 -5.092 -1.066 -0.3 -0.6 0.5
O -0.828 -3.579 -2.859 0.5 0.4 -0.2
C 0.921 -3.940 -0.892 0.0 0.3 -0.1
F 1.651 -4.510 -1.845 0.0 -0.1 0.0
F 1.453 -2.742 -0.619 -0.2 0.0 0.0
F 1.000 -4.689 0.205 0.1 -0.1 0.2
C -2.465 2.473 2.149 0.5 -0.5 -0.1
F -2.991 3.556 2.700 -0.1 0.3 0.1
F -2.304 1.541 3.086 -0.1 0.0 0.2
F -3.316 2.000 1.240 -0.3 0.1 -0.2
S -0.852 2.798 1.308 0.3 1.4 1.2
O -0.613 1.590 0.570 0.1 -0.5 -0.1
O -1.012 4.021 0.591 -0.6 0.0 -0.5
N 0.082 3.051 2.606 -0.4 -0.9 -1.0
S 1.576 2.691 2.202 0.7 0.1 0.2
O 1.875 1.294 2.194 0.1 -0.7 0.1
O 2.081 3.474 1.116 0.1 0.4 -0.1
C 2.499 3.296 3.693 -0.6 0.5 0.1
F 2.003 4.444 4.174 -0.1 0.2 0.0
F 2.464 2.411 4.688 0.1 -0.2 0.1
F 3.766 3.529 3.359 0.2 -0.2 0.0